No. 1
The following is a quantum chemistry calculation of a single C6H8O2 molecule, from OMol25.

Results
- charge = 0
- energy above the lowest of the compared OMol25 structures with the same formula, charge and spin (kcal/mol) = 6.7
- structure (SMILES) = CC1C(=O)CCC1=O
- lowest unoccupied orbital energy (eV) = 0.48
- highest occupied orbital energy (eV) = -9.5
- gap between HOMO and LUMO (eV) = 9.9675

Each line ends with the natural charge from an NBO analysis.
Atoms and positions in Å:
O (2.297, 0.559, -0.129)  -0.519
O (-2.284, -0.056, -0.132)  -0.517
C (-0.504, -1.713, -0.058)  -0.534
C (-0.088, 0.773, 0.418)  -0.455
C (1.206, 0.081, 0.029)  0.624
C (-0.384, 2.150, -0.174)  -0.607
C (0.977, -1.477, -0.071)  -0.530
C (-1.131, -0.310, 0.078)  0.620
H (-0.557, 2.121, -1.265)  0.221
H (-1.333, 2.556, 0.207)  0.234
H (-0.912, -2.208, -0.948)  0.246
H (1.495, -1.838, -0.955)  0.242
H (1.539, -1.956, 0.716)  0.239
H (0.479, 2.880, 0.013)  0.233
H (-0.034, 0.817, 1.497)  0.260
H (-0.767, -2.379, 0.775)  0.244

No. 2
The following is a quantum chemistry calculation of 2 unconnected molecules or ions with the total composition C5H11OS, from OMol25.

Results
- charge = -1
- energy above the lowest of the compared OMol25 structures with the same formula, charge and spin (kcal/mol) = 13.6
- lowest unoccupied orbital energy (eV) = 4.04
- highest occupied orbital energy (eV) = -3.0
- gap between HOMO and LUMO (eV) = 7.0130

Each line ends with the natural charge from an NBO analysis.
Atoms and positions in Å:
S (1.146, 0.779, 1.151)  -0.695
O (-1.292, -1.027, 1.447)  -0.738
C (1.785, 2.269, 0.345)  -0.507
C (-0.017, -2.047, -0.398)  -0.694
C (-2.363, -2.627, -0.008)  -0.598
C (0.794, 2.874, -0.634)  -0.616
C (-1.287, -1.868, 0.374)  0.380
H (0.754, -2.046, 0.400)  0.239
H (2.725, 2.046, -0.169)  0.171
H (-3.257, -2.655, 0.528)  0.183
H (-2.303, -3.206, -0.937)  0.181
H (2.004, 2.980, 1.128)  0.175
H (0.103, -2.960, -1.008)  0.201
H (-0.574, -0.318, 1.350)  0.508
H (0.138, -1.136, -0.963)  0.240
H (0.563, 2.050, -1.399)  0.197
H (1.161, 3.790, -1.154)  0.171
H (-0.080, 3.103, -0.054)  0.203

No. 3
The following is a quantum chemistry calculation of 10 unconnected molecules or ions with the total composition C8H34BF4N16O9, from OMol25.

Results
- charge = -1
- energy above the lowest of the compared OMol25 structures with the same formula, charge and spin (kcal/mol) = 135.8
- lowest unoccupied orbital energy (eV) = 1.71
- highest occupied orbital energy (eV) = -7.4
- gap between HOMO and LUMO (eV) = 9.0645

Each line ends with the Löwdin charge.
Atoms and positions in Å:
F (-0.667, 0.276, 1.158)  0.138
F (-1.061, 1.174, -0.757)  0.216
F (1.046, 0.449, -0.380)  0.115
F (-0.528, -0.956, -0.702)  0.170
O (4.527, -2.286, -1.080)  0.075
O (-2.927, -1.497, 5.381)  -0.033
O (-1.844, -3.027, -4.521)  0.055
O (0.686, 1.593, -5.519)  0.055
O (4.027, 0.239, 2.872)  0.024
O (-3.185, 4.070, 2.646)  0.051
O (-5.725, -1.447, -1.987)  0.048
O (0.353, 3.855, -1.743)  -0.040
O (1.469, -4.066, 2.842)  0.069
N (1.497, -1.890, 2.498)  0.180
N (3.166, 1.740, 1.446)  0.155
N (-2.944, 3.211, 0.565)  0.174
N (2.156, 0.195, -4.843)  0.165
N (3.474, -0.389, -1.626)  0.145
N (-2.400, 0.724, 5.538)  0.161
N (-2.111, -2.048, -2.648)  0.174
N (0.414, 0.372, -3.693)  0.201
N (-0.070, -2.475, -3.180)  0.149
N (-1.697, 2.571, 2.226)  0.172
N (2.322, -1.898, -0.763)  0.170
N (5.182, 1.266, 1.181)  0.162
N (-4.230, 0.341, -2.327)  0.152
N (-2.517, -0.334, 3.544)  0.164
N (2.976, -2.756, 3.709)  0.165
N (-4.452, -0.542, -0.491)  0.160
C (-2.630, 3.344, 1.876)  -0.803
C (-1.345, -2.504, -3.568)  -0.792
C (-2.546, -0.409, 4.868)  -0.712
C (3.572, -1.588, -1.132)  -0.784
C (1.030, 0.771, -4.733)  -0.876
C (4.152, 1.029, 1.937)  -0.743
C (1.892, -2.986, 3.045)  -0.856
C (-4.879, -0.641, -1.670)  -0.801
B (-0.313, 0.262, -0.175)  -1.510
H (2.617, 0.448, -5.705)  0.122
H (-1.358, 2.887, 3.123)  0.126
H (-3.440, 0.883, -2.007)  0.091
H (0.540, 3.176, -1.094)  0.004
H (-1.139, 1.981, 1.625)  0.082
H (-2.859, -1.078, 2.953)  0.119
H (-0.108, -2.587, -2.177)  0.089
H (5.916, 0.577, 1.266)  0.126
H (0.736, -2.838, -3.669)  0.118
H (-3.792, 0.137, -0.139)  0.105
H (2.538, -0.474, -4.191)  0.094
H (-3.665, 3.785, 0.152)  0.109
H (5.086, 1.800, 0.330)  0.110
H (-2.338, 2.760, -0.106)  0.071
H (0.306, 4.665, -1.236)  0.029
H (4.074, -0.130, -2.396)  0.108
H (-3.042, -2.420, -2.771)  0.121
H (-2.077, 0.514, 3.215)  0.055
H (0.748, -0.447, -3.205)  0.074
H (-1.872, -1.644, -1.754)  0.084
H (-0.471, 0.821, -3.504)  0.128
H (2.181, 1.524, 1.390)  0.101
H (-2.660, 0.605, 6.506)  0.115
H (3.461, -3.595, 3.993)  0.117
H (-4.517, 0.441, -3.291)  0.111
H (1.796, -1.015, 2.905)  0.096
H (3.501, 2.523, 0.902)  0.103
H (1.631, -1.194, -0.544)  0.052
H (-4.820, -1.080, 0.280)  0.128
H (2.317, -2.854, -0.436)  0.118
H (0.671, -1.928, 1.918)  0.108
H (-1.997, 1.557, 5.132)  0.097
H (3.312, -1.838, 3.964)  0.089
H (2.852, 0.295, -1.220)  0.084

No. 4
The following is a quantum chemistry calculation of 3 unconnected molecules or ions with the total composition C23H45Br2N3O6P, from OMol25.

Results
- charge = +1
- lowest unoccupied orbital energy (eV) = -4.31
- highest occupied orbital energy (eV) = -11.0
- gap between HOMO and LUMO (eV) = 6.6541

Each line ends with the Löwdin charge.
Atoms and positions in Å:
Br (1.296, 5.324, 0.059)  0.744
Br (2.705, 4.209, -2.847)  0.800
P (-3.226, 4.038, -1.612)  0.970
O (0.854, -1.714, -1.611)  -0.242
O (3.023, -5.640, -2.454)  -0.196
O (0.438, 2.781, -3.125)  -0.074
O (-1.485, 3.123, -4.262)  0.199
O (1.133, 0.191, 2.141)  -0.187
O (-0.686, -0.295, 6.332)  -0.190
N (3.344, -2.789, -3.222)  -0.045
N (-1.684, 0.044, 3.554)  -0.042
N (-2.826, 0.079, -0.677)  0.114
C (-1.822, -0.386, -1.423)  -0.002
C (0.556, 3.819, -0.925)  -0.769
C (-0.907, 2.674, -3.318)  -0.457
C (1.048, 2.516, -0.307)  -0.124
C (-1.171, 0.480, -2.253)  0.057
C (-1.714, -1.188, 4.336)  -0.207
C (0.075, -0.680, 1.820)  -0.220
C (4.174, -3.520, -2.272)  -0.211
C (2.198, -1.234, -1.543)  -0.202
C (4.271, -4.983, -2.641)  -0.211
C (0.710, -3.106, -1.348)  -0.080
C (-0.825, 1.061, 6.709)  -0.108
C (-1.861, -0.898, 5.814)  -0.215
C (0.854, 3.955, -2.415)  -0.758
C (-3.255, 1.344, -0.694)  -0.028
C (3.005, -1.432, -2.820)  -0.193
C (2.383, -6.045, -3.649)  -0.113
C (-2.744, 4.750, 0.020)  -0.275
C (-5.055, 3.862, -1.548)  -0.264
C (-1.308, -0.127, 2.161)  -0.216
C (-1.611, 1.800, -2.308)  -0.086
C (1.602, 0.133, 3.482)  -0.072
C (-2.667, 2.275, -1.531)  -0.270
H (0.122, -0.807, 0.731)  0.100
H (-2.001, -1.847, 6.338)  0.126
H (2.119, -0.158, -1.374)  0.105
H (-2.318, 4.042, 0.730)  0.043
H (1.524, -0.878, 3.890)  0.094
H (2.651, 0.424, 3.469)  0.094
H (0.319, 4.809, -2.827)  0.108
H (1.040, 1.706, -1.030)  0.054
H (4.624, -5.107, -3.668)  0.126
H (1.998, -5.197, -4.226)  0.078
H (3.930, -0.857, -2.722)  0.126
H (-5.489, 4.464, -0.755)  0.044
H (0.080, 1.340, 7.245)  0.092
H (0.420, 2.226, 0.536)  0.071
H (-2.562, -1.797, 4.007)  0.124
H (-0.324, 0.149, -2.833)  0.139
H (2.442, -0.980, -3.643)  0.121
H (0.241, -1.674, 2.254)  0.121
H (-0.936, 1.726, 5.844)  0.077
H (-4.058, 1.609, -0.023)  0.146
H (-3.294, -0.572, -0.061)  0.172
H (-0.284, -3.266, -0.920)  0.080
H (-2.003, 5.522, -0.173)  0.018
H (4.994, -5.460, -1.976)  0.125
H (-0.802, -1.786, 4.211)  0.109
H (-1.037, 0.690, 3.988)  0.075
H (2.492, -3.309, -3.381)  0.070
H (-5.458, 4.161, -2.509)  0.038
H (3.785, -3.469, -1.245)  0.105
H (-2.057, -0.781, 1.697)  0.098
H (0.775, -3.703, -2.258)  0.080
H (-1.516, -1.416, -1.345)  0.129
H (-1.682, 1.202, 7.373)  0.091
H (2.051, 2.633, 0.093)  0.076
H (1.452, -3.457, -0.629)  0.096
H (2.692, -1.649, -0.659)  0.119
H (3.060, -6.622, -4.286)  0.091
H (-1.389, 0.858, 1.685)  0.104
H (1.067, 0.829, 4.132)  0.076
H (-2.738, -0.273, 6.007)  0.125
H (1.547, -6.683, -3.367)  0.089
H (5.177, -3.085, -2.270)  0.128
H (-0.512, 3.950, -0.769)  0.023
H (-5.358, 2.831, -1.365)  0.026
H (-3.611, 5.238, 0.460)  0.042

No. 5
The following is a quantum chemistry calculation of a single C2H3N3O2 molecule, from OMol25.

Results
- charge = 0
- energy above the lowest of the compared OMol25 structures with the same formula, charge and spin (kcal/mol) = 63.9
- structure (SMILES) = Oc1nnc(O)[nH]1
- lowest unoccupied orbital energy (eV) = 0.09
- highest occupied orbital energy (eV) = -8.7
- gap between HOMO and LUMO (eV) = 8.8122

Each line ends with the natural charge from an NBO analysis.
Atoms and positions in Å:
O (2.235, -0.383, -0.063)  -0.625
O (-2.307, -0.185, -0.104)  -0.661
N (-0.040, -0.567, 0.041)  -0.602
N (0.659, 1.514, 0.009)  -0.374
N (-0.727, 1.480, 0.009)  -0.303
C (-1.093, 0.278, 0.139)  0.571
C (1.045, 0.190, 0.014)  0.561
H (2.602, 0.495, -0.270)  0.507
H (-2.373, -1.189, -0.320)  0.499
H (-0.002, -1.633, 0.544)  0.427

No. 6
The following is a quantum chemistry calculation of 2 unconnected molecules or ions with the total composition C4H5OPS, from OMol25.

Results
- charge = 0
- energy above the lowest of the compared OMol25 structures with the same formula, charge and spin (kcal/mol) = 95.9
- lowest unoccupied orbital energy (spin up / spin down) (eV) = -0.68 / -0.69
- highest occupied orbital energy (spin up / spin down) (eV) = -8.2 / -8.2
- gap between HOMO and LUMO (spin up / spin down) (eV) = 7.5512 / 7.5482

Each line ends with the natural charge from an NBO analysis.
Atoms and positions in Å:
S (-1.172, -0.445, -0.420)  0.427
P (0.773, -2.829, 1.043)  0.752
O (1.316, -1.391, 1.149)  -0.861
C (-1.448, 1.233, -0.879)  -0.366
C (-0.408, 1.960, -0.415)  -0.224
C (0.365, -0.004, 0.120)  0.101
C (0.569, 1.292, 0.329)  -0.350
H (1.522, -3.515, 0.036)  -0.101
H (-2.258, 1.535, -1.357)  0.224
H (1.422, 1.939, 0.728)  0.265
H (-0.418, -2.823, 0.337)  -0.095
H (-0.262, 3.048, -0.672)  0.228